# C24H58ClMoN5O6P2

C24H58ClMoN5O6P2 as an isolated structure in a non-equilibrium geometry (ωB97M-V/def2-TZVPD, OMol25).

As for the lowest unoccupied orbital energy (spin up / spin down): -11.35 / -11.76 eV. As for the expectation value of S²: 2.023. The charge is +4. The HOMO-LUMO gap (spin up / spin down) comes out at 9.25 / 8.82 eV. Its multiplicity is 3. The highest occupied orbital energy (spin up / spin down) comes out at -20.59 / -20.58 eV.

Element x y z (Å)
H1 3.21 2.38 4.00
N1 -0.49 2.20 1.65
H2 -1.08 -1.33 -4.30
C1 -3.71 1.66 -2.46
C2 1.92 0.63 3.76
H3 -3.52 -0.95 2.69
H4 -0.33 2.12 2.65
H5 1.10 2.93 -1.25
C3 -2.72 -2.76 1.84
H6 1.78 -0.65 -5.10
C4 3.44 -1.28 0.93
P1 -0.68 0.06 -2.05
N2 2.75 2.08 1.94
H7 1.18 -6.26 -0.09
H8 0.38 0.44 -5.22
C5 2.38 2.05 3.38
H9 2.59 0.19 4.51
C6 4.44 0.96 0.45
H10 4.44 -1.70 0.80
H11 -3.01 4.08 0.70
H12 -2.64 1.98 -4.28
N3 1.90 -0.22 2.54
H13 -1.93 0.66 1.72
H14 2.97 -2.04 2.88
H15 -2.00 1.71 0.31
H16 -4.14 0.72 -2.78
H17 1.57 2.77 3.55
H18 2.89 -4.28 -0.51
H19 -1.39 5.52 1.78
H20 -1.35 4.39 3.13
H21 -1.40 3.17 -1.76
P2 -0.70 -1.93 0.11
C7 -1.75 -1.12 -1.15
N4 3.31 0.01 0.20
H22 4.52 1.63 -0.40
H23 -0.02 -3.39 -3.30
H24 0.93 0.65 4.21
O1 -1.46 -2.04 1.47
H25 -0.87 3.44 -3.44
C8 0.79 -4.16 -0.09
H26 -2.47 -3.18 2.82
H27 -4.43 2.45 -2.68
H28 -2.12 -1.88 -1.85
Mo1 1.39 0.92 0.65
H29 -3.95 -4.38 1.23
H30 1.87 -4.39 -1.94
H31 -0.56 3.74 0.23
H32 4.59 1.25 2.60
C9 0.40 -2.87 -4.16
O2 0.35 -0.80 -2.83
C10 1.99 -3.89 -0.98
H33 3.36 -0.22 -0.80
C11 -1.85 1.70 1.39
H34 2.66 2.22 -1.47
C12 0.70 -0.60 -5.24
C13 0.32 -5.60 -0.19
H35 0.46 -1.01 -6.22
O3 0.51 -1.08 0.43
H36 1.01 -3.91 0.95
H37 -0.40 -5.85 0.59
H38 0.56 4.05 1.54
O4 -1.50 0.81 -3.12
H39 -2.43 4.06 -2.92
C14 -1.47 4.47 2.05
C15 -3.06 -3.87 0.87
H40 -4.09 -1.29 1.03
H41 2.66 3.05 1.62
C16 -2.95 2.51 2.08
C17 0.00 -1.41 -4.18
H42 4.76 2.71 1.65
H43 -3.55 4.51 2.18
Cl1 2.74 4.13 -0.14
H44 -4.70 -2.22 2.39
H45 -2.87 2.45 3.16
H46 3.95 -0.60 2.91
C18 1.98 2.60 -0.70
H47 0.01 -3.34 -5.06
C19 -3.82 -1.73 1.99
H48 -3.53 1.63 -1.38
O5 -0.34 -3.29 -0.52
H49 -2.60 -0.64 -0.67
H50 2.72 -1.97 0.49
H51 -0.14 -5.77 -1.16
C20 -2.42 1.95 -3.22
C21 -1.73 3.23 -2.80
H52 -3.27 -3.49 -0.13
C22 4.20 1.77 1.73
N5 -2.83 3.96 1.71
H53 1.49 -2.97 -4.17
O6 -0.01 0.97 -1.05
H54 -3.93 2.14 1.79
H55 1.11 -0.86 2.60
C23 -0.42 3.64 1.31
H56 5.38 0.42 0.53
H57 2.11 -2.82 -1.17
H58 -2.26 -4.61 0.81
C24 3.12 -1.08 2.40